{"formula": "C89H198N18O24", "method": "ωB97M-V/def2-TZVPD", "lumo_energy_ha": -0.087, "charge": 2, "energy_ha": -6299.66772, "e_homo_ev": -11.097, "gap_ev": 8.73, "elements": ["C", "C", "C", "N", "C", "C", "C", "C", "C", "H", "H", "H", "H", "H", "H", "H", "H", "H", "H", "H", "H", "H", "H", "H", "H", "H", "H", "C", "C", "C", "N", "C", "C", "C", "C", "C", "H", "H", "H", "H", "H", "H", "H", "H", "H", "H", "H", "H", "H", "H", "H", "H", "H", "H", "C", "C", "C", "N", "C", "C", "C", "C", "C", "H", "H", "H", "H", "H", "H", "H", "H", "H", "H", "H", "H", "H", "H", "H", "H", "H", "H", "C", "C", "C", "N", "C", "C", "C", "C", "C", "H", "H", "H", "H", "H", "H", "H", "H", "H", "H", "H", "H", "H", "H", "H", "H", "H", "H", "C", "C", "C", "N", "C", "C", "C", "C", "C", "H", "H", "H", "H", "H", "H", "H", "H", "H", "H", "H", "H", "H", "H", "H", "H", "H", "H", "C", "C", "C", "N", "C", "C", "C", "C", "C", "H", "H", "H", "H", "H", "H", "H", "H", "H", "H", "H", "H", "H", "H", "H", "H", "H", "H", "C", "C", "C", "N", "C", "C", "C", "C", "C", "H", "H", "H", "H", "H", "H", "H", "H", "H", "H", "H", "H", "H", "H", "H", "H", "H", "H", "C", "C", "C", "C", "N", "C", "C", "C", "C", "C", "C", "C", "H", "H", "H", "H", "H", "H", "H", "H", "H", "H", "H", "H", "H", "H", "H", "H", "H", "H", "H", "H", "H", "H", "H", "H", "C", "C", "C", "C", "N", "C", "C", "C", "C", "C", "C", "C", "H", "H", "H", "H", "H", "H", "H", "H", "H", "H", "H", "H", "H", "H", "H", "H", "H", "H", "H", "H", "H", "H", "H", "H", "C", "C", "C", "C", "N", "C", "C", "C", "C", "C", "C", "C", "H", "H", "H", "H", "H", "H", "H", "H", "H", "H", "H", "H", "H", "H", "H", "H", "H", "H", "H", "H", "H", "H", "H", "H", "N", "O", "O", "O", "N", "O", "O", "O", "N", "O", "O", "O", "N", "O", "O", "O", "N", "O", "O", "O", "N", "O", "O", "O", "N", "O", "O", "O", "N", "O", "O", "O"], "positions_angstrom": [[6.0566, -2.3428, -5.8811], [5.7035, -0.8186, -5.9117], [4.2712, -0.7846, -5.4601], [3.5903, 0.5522, -5.7767], [3.3505, 0.5955, -7.2635], [4.4177, 1.7315, -5.2637], [3.4391, 2.8847, -5.0420], [2.0280, 2.1996, -5.0639], [2.3268, 0.7136, -4.9554], [5.4505, -2.9782, -6.5172], [6.0370, -2.6196, -4.9064], [7.0707, -2.5134, -6.2749], [5.7798, -0.4084, -6.9390], [6.3625, -0.1729, -5.3575], [4.1507, -0.8679, -4.3698], [3.6935, -1.5642, -5.9423], [4.2532, 0.4519, -7.8136], [2.9967, 1.6044, -7.5012], [2.5990, -0.0548, -7.5441], [5.2477, 1.7979, -5.8802], [4.7884, 1.3225, -4.2794], [3.5053, 3.6900, -5.7733], [3.6558, 3.1985, -4.0501], [1.5244, 2.4689, -5.9762], [1.3854, 2.5648, -4.2332], [1.4811, 0.1636, -5.2802], [2.6049, 0.4172, -3.8969], [8.0353, 3.7115, 0.4700], [7.1853, 3.3720, 1.7276], [5.6819, 3.4893, 1.3960], [4.7540, 3.0399, 2.4290], [5.0287, 1.5493, 2.8635], [3.3047, 3.0111, 1.9988], [2.5662, 3.0367, 3.3533], [3.4882, 3.7401, 4.3007], [4.8033, 3.9600, 3.6410], [9.0679, 3.5350, 0.7465], [8.0384, 4.7257, 0.2198], [7.6873, 3.0162, -0.2647], [7.5797, 3.8817, 2.6024], [7.3342, 2.2981, 1.9015], [5.4848, 2.9996, 0.4343], [5.3953, 4.4901, 1.1196], [5.3630, 0.9373, 1.9815], [4.0743, 1.1752, 3.1790], [5.8275, 1.5485, 3.6361], [3.1781, 2.1327, 1.4084], [3.2048, 3.8889, 1.3863], [2.3690, 2.0200, 3.6728], [1.6323, 3.5762, 3.2340], [3.6756, 3.1706, 5.2651], [3.0772, 4.7126, 4.6117], [5.7267, 3.6767, 4.1438], [4.9681, 4.9691, 3.3398], [-4.4977, 5.5972, -2.5887], [-5.2174, 4.6224, -1.6572], [-4.9133, 4.9772, -0.1938], [-5.4245, 3.9248, 0.7974], [-6.8255, 3.3681, 0.4491], [-5.4647, 4.4640, 2.1982], [-5.5289, 3.3289, 3.1481], [-4.8019, 2.2070, 2.3603], [-4.4146, 2.7629, 0.9626], [-4.8129, 6.5618, -2.3005], [-4.8063, 5.3093, -3.5493], [-3.3943, 5.6233, -2.4336], [-4.8631, 3.5588, -1.7877], [-6.2569, 4.5219, -1.9107], [-5.3466, 5.8891, 0.1524], [-3.8124, 5.0299, 0.0775], [-6.8271, 2.7031, -0.3879], [-7.3553, 4.2539, 0.1778], [-7.2098, 2.9808, 1.3725], [-6.2826, 5.1932, 2.3697], [-4.4744, 4.9208, 2.3180], [-6.5704, 3.0514, 3.3550], [-4.9737, 3.5163, 4.0824], [-5.4454, 1.3450, 2.2539], [-3.8011, 1.8824, 2.7075], [-4.5533, 2.0755, 0.1470], [-3.4391, 3.2305, 0.9006], [4.2627, -3.7502, 0.9283], [3.8680, -3.4568, -0.5496], [2.5676, -4.1397, -0.9900], [2.3891, -4.1959, -2.4524], [2.1575, -2.8440, -3.0140], [1.1700, -5.0830, -2.7619], [1.5255, -5.8295, -4.0504], [2.9766, -6.1003, -3.9107], [3.5471, -4.8825, -3.1808], [5.3178, -3.5418, 1.0778], [4.0205, -4.7835, 1.1530], [3.6342, -3.1168, 1.5531], [4.7601, -3.9211, -1.0463], [3.8175, -2.3883, -0.7227], [1.6427, -3.6250, -0.5291], [2.5401, -5.2158, -0.5419], [2.9694, -2.1657, -2.5861], [1.1242, -2.5709, -2.7560], [2.2567, -2.9014, -4.1442], [0.3255, -4.4052, -2.9118], [1.0195, -5.7749, -1.9520], [1.3541, -5.2343, -4.8971], [0.8885, -6.6971, -4.1461], [3.4339, -6.1835, -4.9218], [3.2112, -7.0131, -3.4199], [3.9716, -4.1959, -3.8911], [4.3606, -5.1190, -2.4474], [-1.4089, 4.1603, 7.0480], [-2.0332, 2.9687, 6.3298], [-1.8785, 1.5597, 6.9396], [-0.5872, 0.8071, 6.5323], [-0.3022, 0.6960, 5.0777], [-0.5477, -0.6247, 7.1089], [0.8624, -1.0792, 7.2420], [1.5374, 0.2498, 7.6367], [0.6644, 1.3871, 7.1877], [-1.7792, 5.0798, 6.5478], [-0.3466, 4.0750, 6.9642], [-1.6992, 4.1897, 8.1147], [-1.7153, 2.9483, 5.3111], [-3.0661, 3.0577, 6.3104], [-2.6536, 0.9204, 6.5251], [-1.9095, 1.6165, 8.0443], [0.6119, 0.1661, 5.0820], [-0.1021, 1.6582, 4.6756], [-1.0892, 0.0992, 4.6298], [-1.2250, -1.1873, 6.5039], [-1.0061, -0.6477, 8.0624], [1.2884, -1.5323, 6.3248], [0.8932, -1.7718, 8.1025], [2.4760, 0.3283, 7.1162], [1.5619, 0.3436, 8.7126], [1.1558, 1.9823, 6.4092], [0.3047, 1.9844, 8.0144], [-1.5175, -5.8225, -9.4463], [-2.5158, -5.0441, -8.6068], [-2.2200, -5.1610, -7.1420], [-2.8819, -4.0659, -6.2579], [-4.4050, -4.2856, -6.3159], [-2.5917, -2.6260, -6.4869], [-3.0187, -1.9594, -5.1656], [-2.8246, -3.0602, -4.0120], [-2.4557, -4.3818, -4.8167], [-0.5056, -5.3468, -9.3532], [-1.8521, -5.8146, -10.4755], [-1.5431, -6.9281, -9.1896], [-3.5263, -5.2559, -8.9034], [-2.3588, -3.9249, -8.7642], [-1.1350, -4.9256, -6.9847], [-2.5124, -6.1561, -6.7396], [-4.8236, -3.7037, -5.5155], [-4.6545, -5.2864, -6.0897], [-4.7805, -3.8950, -7.2847], [-2.9444, -2.2121, -7.4175], [-1.5060, -2.6858, -6.4834], [-4.0807, -1.6031, -5.2782], [-2.5075, -1.0592, -5.0046], [-3.7465, -3.2708, -3.3477], [-1.9358, -2.7660, -3.4306], [-3.0150, -5.2641, -4.4604], [-1.4107, -4.5918, -4.8585], [6.1895, 6.7676, -5.9093], [5.6063, 7.6879, -4.7925], [6.6193, 8.6645, -4.1554], [6.4212, 8.8899, -2.6467], [5.0382, 9.5412, -2.5681], [7.3952, 9.8418, -2.0518], [7.3830, 9.6340, -0.4878], [6.5006, 8.3668, -0.3034], [6.5419, 7.7290, -1.6728], [6.6356, 7.3152, -6.7221], [5.3839, 6.1947, -6.3983], [6.8820, 6.0370, -5.5297], [5.1644, 7.0996, -3.9582], [4.7373, 8.2977, -5.1194], [6.5109, 9.6798, -4.5638], [7.6175, 8.2604, -4.2059], [4.9491, 10.0989, -3.4664], [5.0694, 10.2152, -1.7271], [4.3275, 8.7165, -2.4039], [7.1576, 10.8513, -2.4972], [8.3863, 9.5788, -2.5501], [7.0442, 10.5624, -0.0458], [8.4324, 9.4443, -0.1419], [5.4904, 8.6059, -0.1249], [6.9009, 7.7029, 0.4853], [5.6561, 7.1072, -1.8258], [7.4856, 7.2526, -1.9428], [-1.0206, 4.2821, -0.8154], [0.3859, 3.8909, -0.2493], [0.6602, 2.4298, -0.5363], [-0.2029, 1.6615, 0.4683], [-0.6027, 0.2250, 0.3113], [-1.3481, -0.2170, 1.5918], [-0.4986, -1.3560, 2.1360], [0.9136, -0.9525, 1.6644], [0.6407, -0.6505, 0.1945], [-1.5325, 0.0365, -0.8385], [-0.8424, 0.0351, -2.2621], [-1.6430, 0.9949, -3.0404], [-1.7816, 3.5742, -0.6233], [-0.9559, 4.4522, -1.8780], [-1.3839, 5.1954, -0.3636], [0.3824, 4.1631, 0.8381], [1.0791, 4.5739, -0.7469], [1.7231, 2.2788, -0.3806], [0.3724, 2.2850, -1.5613], [-1.1765, 2.1379, 0.5680], [0.2678, 1.6807, 1.4722], [-2.4284, -0.3409, 1.4574], [-1.1895, 0.6511, 2.2774], [-0.8359, -2.2226, 1.6037], [-0.5924, -1.5039, 3.2352], [1.5878, -1.7672, 1.8863], [1.2151, -0.0579, 2.1756], [0.4739, -1.5295, -0.4948], [1.4554, -0.0706, -0.1620], [-2.2162, 0.8225, -0.7459], [-2.0976, -0.8644, -0.5600], [-1.0591, -0.9957, -2.6382], [0.2419, 0.2514, -2.3054], [-2.6913, 0.6734, -3.0723], [-1.2772, 0.9762, -4.0549], [-1.7015, 1.9144, -2.5585], [4.7383, -4.9695, 5.3714], [3.6685, -5.8477, 4.6958], [2.3290, -5.1513, 4.5624], [1.3538, -6.0431, 3.8613], [-0.0341, -5.5867, 3.6714], [-0.9407, -6.6248, 3.1024], [-2.1327, -5.7736, 2.4737], [-1.6071, -4.3581, 2.3223], [-0.0828, -4.4810, 2.6161], [-0.6249, -5.0403, 4.9775], [-0.3824, -5.9078, 6.1509], [-0.9747, -5.2673, 7.4400], [5.0549, -4.1722, 4.6549], [5.6342, -5.4702, 5.5872], [4.3446, -4.5636, 6.2868], [3.5485, -6.7380, 5.2701], [4.1332, -6.1719, 3.7753], [2.4322, -4.2430, 3.8679], [1.9193, -4.8568, 5.4952], [1.3260, -7.0789, 4.3070], [1.7258, -6.2503, 2.8509], [-1.2438, -7.3669, 3.8315], [-0.3856, -7.0538, 2.2632], [-2.9468, -5.8362, 3.1581], [-2.4436, -6.2367, 1.5061], [-2.0527, -3.6228, 3.0427], [-1.7995, -3.9800, 1.3790], [0.3486, -3.5850, 3.0676], [0.4545, -4.8643, 1.7845], [-1.6860, -4.8570, 4.7572], [-0.1513, -4.0326, 5.1235], [0.7059, -6.0831, 6.2685], [-0.7608, -6.9125, 6.0162], [-0.2318, -4.6879, 8.0772], [-1.3728, -5.9648, 8.1250], [-1.7408, -4.4974, 7.2604], [-11.1826, -0.8450, -0.2724], [-9.6761, -1.0067, -0.5503], [-9.0277, -1.9705, 0.5201], [-7.5552, -2.0499, 0.3540], [-6.7925, -2.8521, 1.2971], [-5.3212, -2.6958, 0.9741], [-4.6705, -3.9787, 1.4478], [-5.7328, -5.1110, 1.4043], [-7.0746, -4.3402, 1.1996], [-7.0284, -2.3091, 2.7042], [-6.8125, -0.8432, 2.8782], [-7.0717, -0.4462, 4.2945], [-11.6239, -0.1522, -0.9984], [-11.1508, -0.3952, 0.7449], [-11.8257, -1.7288, -0.3438], [-9.2971, 0.0633, -0.5931], [-9.4160, -1.3759, -1.5233], [-9.5014, -2.9710, 0.3610], [-9.2628, -1.6839, 1.5613], [-7.1339, -1.0854, 0.3096], [-7.2887, -2.5454, -0.6528], [-4.9947, -1.8012, 1.5246], [-5.2108, -2.4424, -0.0491], [-4.1727, -3.7893, 2.3369], [-3.8964, -4.2766, 0.7136], [-5.7655, -5.6375, 2.3834], [-5.6999, -5.7525, 0.5815], [-7.7815, -4.5775, 2.0017], [-7.5061, -4.5430, 0.2327], [-6.3834, -2.8516, 3.4416], [-8.1213, -2.4751, 2.9277], [-7.3377, -0.2515, 2.1108], [-5.7680, -0.6596, 2.6558], [-6.9034, 0.5966, 4.4213], [-6.4090, -1.0088, 4.9607], [-8.0421, -0.7303, 4.6826], [-3.3817, -1.8014, 5.0183], [-2.2456, -2.3179, 5.0347], [-3.5960, -0.7700, 5.6710], [-4.2756, -2.4064, 4.3819], [3.6285, 6.3716, -0.4359], [4.3105, 5.6112, -1.1162], [3.2413, 6.1432, 0.7204], [3.2458, 7.4722, -0.9374], [2.7378, -1.1671, 4.0545], [1.7219, -1.9544, 4.1747], [3.7615, -1.6592, 3.6143], [2.7263, 0.0184, 4.4871], [0.9304, -2.7033, -6.5851], [0.4426, -1.7258, -6.0034], [0.4324, -3.8464, -6.4859], [1.9368, -2.6061, -7.2767], [-5.4597, -0.4324, -1.4721], [-4.2318, -0.6347, -1.5641], [-5.8697, 0.2887, -0.4722], [-6.2474, -0.9847, -2.2709], [4.0023, 0.5088, -1.6573], [4.9440, 0.3607, -2.4331], [2.8885, 0.0412, -1.9466], [4.0591, 1.0632, -0.5339], [-1.3162, 3.8986, 2.9425], [-1.6440, 2.7102, 2.9886], [-0.2347, 4.2201, 3.3552], [-2.1238, 4.7017, 2.4223], [-1.1855, -4.3895, -0.9242], [-0.6825, -5.2963, -0.2220], [-2.3152, -4.4962, -1.4012], [-0.5691, -3.3174, -1.1134]], "forces_ev_per_angstrom": [[1.625, 1.931, -3.009], [-0.391, -1.182, -1.537], [-0.666, 1.378, 0.796], [-0.177, -0.942, -0.310], [0.321, 2.764, 1.160], [-1.230, -1.913, 1.805], [-0.419, -0.991, -0.522], [0.622, 0.819, 1.006], [0.609, 0.899, 1.077], [-0.614, 0.232, 0.078], [-0.116, -1.288, 2.967], [-0.133, 0.166, 0.363], [-0.048, -0.548, 0.310], [0.288, -0.215, 0.753], [0.374, -0.138, -0.273], [-0.262, 0.025, -0.248], [0.575, -0.308, -0.135], [0.096, -0.073, 0.031], [-1.372, -1.773, -0.318], [1.427, 0.761, -1.402], [-0.360, 0.717, -0.881], [0.135, -0.008, 0.194], [0.049, 0.946, 0.700], [-0.311, -0.145, -0.433], [0.445, -0.350, -0.444], [-0.306, -1.140, -0.679], [-0.341, 0.372, -1.210], [-0.081, -1.435, 2.280], [-0.303, -0.802, -0.830], [0.917, 0.777, -1.176], [0.331, -1.835, 0.579], [1.178, 0.910, -0.850], [0.751, 0.765, 0.903], [-0.427, -0.131, -1.476], [0.141, 0.344, 3.107], [1.023, -1.233, -0.933], [0.291, -0.477, -0.218], [-0.661, 1.576, -0.782], [0.188, 0.046, -1.026], [-0.463, 0.345, 0.161], [0.285, 0.178, 0.143], [-0.020, -0.689, 0.464], [-0.104, 0.778, 0.329], [-0.353, 0.935, 0.632], [0.067, -0.369, 0.663], [-0.778, -0.116, -0.416], [-0.247, -0.623, -0.453], [-0.539, 0.561, -0.190], [-0.191, -0.062, 0.073], [0.006, -0.208, 0.089], [-0.518, 0.435, -1.079], [0.088, -0.323, -0.086], [-0.314, -0.097, 0.550], [-0.179, 0.708, -0.778], [0.843, -1.009, 1.778], [1.882, -1.498, 0.934], [0.486, -1.278, 0.847], [-0.394, -1.156, -0.499], [1.553, 1.582, 0.446], [0.450, 1.839, 0.050], [0.695, -1.467, 0.128], [1.352, -0.505, -0.919], [-1.622, 0.848, 0.433], [-0.598, 1.368, -0.237], [0.077, 0.217, -1.616], [-0.724, -0.474, -0.359], [0.052, 0.933, -0.125], [-0.649, 0.561, 0.204], [-0.467, 0.845, -0.112], [-1.150, 0.054, -0.797], [0.340, -0.706, -0.153], [-0.785, 0.530, -0.085], [-0.325, -0.554, 0.037], [0.515, -0.239, -0.593], [-0.283, 0.327, 0.001], [0.357, -0.072, 0.252], [-0.519, 0.224, -0.364], [-0.002, -0.208, -0.141], [-0.815, 0.184, 0.744], [-0.165, -0.438, -0.223], [0.193, -0.016, 0.518], [-1.534, 0.712, -0.704], [1.248, -1.302, 0.295], [-0.481, -0.590, 2.839], [-0.454, -1.422, -0.782], [0.949, 0.835, -0.808], [0.024, 0.439, -1.344], [-0.766, -0.013, 1.477], [1.352, 0.258, -1.305], [0.837, -0.605, 0.880], [-0.078, 0.026, 0.188], [0.242, -0.292, 0.159], [0.336, -0.040, 0.495], [-0.951, 0.796, -0.387], [0.254, 0.188, -0.097], [1.324, -0.725, -0.940], [0.093, 1.667, -1.130], [-1.463, -0.607, -0.743], [0.574, 0.383, 0.098], [-0.218, 0.091, 1.387], [0.092, -0.367, 0.375], [-0.097, 0.033, 0.434], [-0.361, 1.014, -1.176], [-0.006, -0.406, 0.007], [-0.093, 0.076, 0.679], [0.062, -0.762, 0.712], [0.029, 0.502, -0.138], [-0.957, 0.042, -0.713], [-1.047, -0.100, 0.030], [1.456, -0.874, 0.893], [0.965, -0.014, -0.656], [0.648, -0.270, 1.907], [-0.754, -0.485, 1.074], [-1.517, 0.259, -1.049], [0.352, 0.155, 0.126], [0.100, -0.419, -0.149], [-0.844, 0.688, -1.137], [0.493, -0.431, 0.410], [0.766, 0.404, 0.055], [0.156, 0.044, -0.434], [0.195, -0.045, -0.808], [-2.156, 0.524, -0.132], [-0.123, -0.031, 0.341], [0.078, -0.355, -0.537], [0.919, -0.763, -0.592], [-0.392, 0.825, -0.600], [-0.148, 0.307, -0.268], [-0.104, -0.606, -0.656], [-0.498, 0.690, 1.204], [-0.280, 0.269, 0.595], [0.218, 0.054, -0.633], [0.680, 0.024, 0.460], [0.779, -0.267, 0.267], [-0.160, 0.260, 0.465], [0.184, 0.334, 0.054], [0.268, -0.769, 0.285], [0.670, 2.330, -0.044], [0.856, 0.644, 0.758], [-2.572, -2.944, 0.027], [0.991, 1.776, -0.492], [1.881, -0.630, 1.544], [-2.447, -1.419, -0.204], [-0.313, -0.315, -0.926], [-1.516, 1.540, 0.237], [-0.794, -0.862, -0.118], [0.192, 0.269, -0.340], [0.434, 1.293, 0.042], [-0.567, -0.277, 0.120], [-0.240, -1.260, -0.497], [-0.934, -0.710, -0.183], [0.212, 0.790, 0.097], [-0.259, 0.458, 0.206], [-0.041, -1.244, -0.292], [0.217, -0.575, 0.610], [-0.476, -0.156, -0.133], [0.161, 0.718, -0.337], [0.742, -0.613, 0.425], [1.208, 1.014, 0.355], [1.692, 0.828, -1.048], [-0.751, -0.279, 0.167], [0.299, 0.407, -0.297], [0.745, 0.009, 0.052], [-1.388, 0.351, 0.292], [-0.657, 0.097, 0.682], [0.136, -0.548, 0.956], [-1.324, 0.709, 0.175], [0.734, -1.387, 1.193], [1.870, 0.831, -1.639], [0.834, -0.096, -1.247], [1.832, 0.249, -0.212], [-0.868, -0.420, -1.146], [0.411, 0.420, -0.121], [0.089, 0.227, 0.400], [0.438, -0.111, 0.308], [0.393, -0.099, -0.614], [0.553, -0.488, -0.293], [0.592, -0.472, -0.108], [0.516, 0.105, -0.460], [-0.563, 0.439, -0.645], [-0.389, 0.093, 0.284], [-0.179, 0.607, -0.181], [0.187, -0.799, 1.016], [-0.974, 0.231, 0.972], [-0.258, -0.143, 0.463], [-0.960, 0.239, -0.340], [-1.209, 0.273, 0.660], [-0.383, 0.300, -0.473], [0.468, -0.437, -0.007], [-0.081, -0.240, 0.212], [1.283, 0.880, 0.366], [-1.693, 1.432, 0.355], [-0.027, 0.163, 0.861], [-0.022, 0.004, 0.982], [0.304, -0.761, -0.792], [1.301, 1.794, 1.439], [-0.272, 0.611, 0.286], [-1.632, -1.497, -0.389], [-0.041, -0.527, 0.621], [1.853, -1.440, -0.039], [-0.981, -1.871, 1.690], [-1.086, -1.351, -1.652], [-0.765, -1.080, 0.137], [-0.017, -0.063, -0.531], [0.098, 0.399, 0.151], [0.287, -0.455, -0.769], [0.306, -0.322, 0.191], [0.133, -0.628, -0.259], [0.093, -0.463, -0.487], [0.154, 0.277, 0.212], [-0.142, 0.411, -0.636], [0.387, -0.223, -0.375], [-0.579, -0.604, -0.436], [0.236, -0.737, -0.100], [-0.049, 0.134, -0.855], [0.443, 0.037, -0.328], [0.432, 0.398, 0.328], [-0.119, 0.945, 1.109], [0.436, 0.627, -0.880], [-1.146, 1.260, -0.097], [0.373, 0.040, -0.880], [0.715, 0.720, 0.070], [-0.539, -0.254, 0.434], [0.116, -0.205, -0.066], [0.039, 0.779, -0.519], [0.407, 2.102, 0.348], [-1.053, 1.113, -1.456], [1.030, 0.637, 0.583], [0.362, 1.341, -2.701], [0.434, -2.767, -0.606], [-0.416, 1.108, 0.682], [-0.564, 1.050, -1.568], [0.771, -1.585, -0.133], [0.968, 0.162, 2.398], [-1.550, 0.258, 1.364], [0.209, 1.458, -1.142], [0.678, -0.363, 1.480], [1.198, 1.845, 0.187], [-0.559, -0.191, 0.756], [1.095, -1.145, 0.391], [-0.023, 0.498, 0.347], [-0.210, -0.865, 0.611], [-0.451, -0.067, -0.731], [0.029, -0.828, 1.438], [0.100, 0.599, 0.937], [-0.185, 1.010, -0.033], [-0.027, 0.117, -0.010], [0.139, -0.006, 0.089], [-0.040, -0.323, 0.296], [-0.860, 0.098, 0.403], [0.347, 0.429, 0.753], [0.290, -0.815, -0.395], [-0.121, 0.603, -1.819], [0.171, -0.168, -0.276], [0.485, -0.083, -0.839], [0.370, -0.051, 0.363], [-0.452, -0.821, -0.132], [-0.636, 0.235, 0.208], [-0.521, -0.216, -0.082], [-0.374, -0.756, -1.072], [-0.549, -1.035, 0.494], [0.008, -0.463, -0.381], [0.538, 0.497, 0.024], [0.067, 0.518, 0.858], [-1.327, -0.012, -0.244], [0.051, -1.629, -3.222], [0.668, -0.063, 1.294], [-0.163, 0.351, 1.402], [0.203, -0.924, -3.205], [-1.173, 2.317, 2.319], [0.139, 0.117, 1.374], [-1.320, -1.312, 0.828], [0.718, 0.331, -1.216], [0.071, -1.011, 0.865], [0.147, 0.165, 0.342], [-0.931, -0.310, -0.597], [0.490, -0.142, 0.403], [0.173, -1.324, 0.615], [-0.122, -0.456, -0.622], [0.255, 0.628, 0.175], [-0.249, 0.228, -0.563], [0.572, 1.044, -0.002], [-0.601, 0.987, 1.232], [0.165, -0.542, -0.254], [0.004, -0.268, -1.130], [0.456, -0.142, 2.040], [-0.192, 0.406, 0.314], [0.073, 0.034, -0.880], [0.841, -1.230, -1.016], [-0.095, 0.032, -0.412], [-0.181, 0.091, -0.252], [-0.542, 0.209, -0.773], [1.195, -0.431, -0.110], [-0.269, -0.127, 0.515], [0.315, 0.292, 0.215], [0.057, 0.849, 0.320], [0.352, 0.337, -0.195], [-0.632, 0.258, -0.331], [-0.074, -0.977, 0.182], [0.623, 0.042, -0.120], [-0.391, 0.013, -0.448], [-0.246, 0.691, -0.032], [-1.923, 2.332, 0.280], [0.807, -1.158, -0.056], [0.743, -1.099, 0.134], [0.641, -0.182, -0.404], [-0.593, -1.460, 1.400], [0.524, 1.717, 0.118], [0.822, 0.243, -0.797], [-0.631, -0.744, -0.382], [0.580, -0.801, -0.417], [-0.411, 0.303, 0.403], [-0.827, -0.182, 0.722], [1.063, 0.871, -0.446], [0.031, -0.103, 0.726], [-0.367, 0.177, -0.140], [0.097, -0.660, -1.646], [0.335, 0.916, 0.931], [-1.120, 0.034, 1.840], [0.866, 0.363, 0.052], [-0.996, -0.701, -0.997], [1.327, 0.237, -0.561], [-1.802, 0.012, -1.235], [-0.652, -1.887, 0.167], [1.770, 1.372, 0.925], [0.120, 0.588, 0.038], [-0.443, 0.096, 0.458], [0.162, 0.089, -0.549], [-0.407, -0.629, -0.080], [0.635, 0.273, 0.129]]}